12
Properties=species:S:1:pos:R:3 method="wB97M-V/def2-TZVPD" spin_multiplicity=8 de_lowest_ev=2.253 charge=+1
Eu -1.345 -1.435 -1.572
O -1.297 0.659 -1.279
O 0.376 -2.145 1.141
C 1.108 -0.123 0.102
C 0.471 -1.479 0.084
C 0.004 0.697 0.795
C -1.106 0.969 0.064
Li 0.106 2.093 -1.904
Li 0.179 -0.601 2.451
H 2.064 -0.113 0.646
H 1.384 -0.063 -1.014
H -1.944 1.542 0.485